No. 1
20
Properties=species:S:1:pos:R:3:forces:R:3 method="wB97M-V/def2-TZVPD" lumo_ha=-0.4439 charge=+2 homo_lumo_gap_ev=6.67
N -0.46082 1.64967 1.19217 -0.58 -0.57 -0.49
H -0.03378 -1.69598 -0.53864 -0.04 0.02 0.08
C 0.65261 1.23839 3.16190 -0.30 0.03 0.18
H 0.55065 -2.27574 -6.27414 -0.15 -0.15 -0.01
H 1.06759 2.77135 1.75292 -0.30 0.05 -0.34
H 0.69107 1.60814 4.18307 0.00 -0.04 0.00
H -1.03886 -0.14625 3.79200 -0.50 0.10 -0.09
H -0.36163 3.15339 2.68497 -0.33 -0.12 0.08
N 0.64297 -2.35861 -5.26774 0.46 0.02 -0.40
N -0.13582 -1.50497 -3.32283 -0.54 0.25 0.23
H -1.30359 2.17684 0.91230 -0.23 -0.25 -0.20
C -0.40364 0.09311 2.95299 1.94 -0.25 0.29
H -0.91482 0.47578 1.98138 -0.94 0.46 -0.79
H -1.36194 -1.96288 -4.89539 -0.31 0.51 0.37
H 1.59061 -2.41650 -4.91459 0.03 0.10 0.00
C -0.33347 -1.88857 -4.49820 0.54 -0.82 -0.47
H 1.66042 0.93426 2.88323 -0.06 -0.41 0.11
H 0.03613 -0.80050 2.49383 -0.24 0.00 0.21
H -0.69690 -1.36394 -0.50352 0.01 -0.02 0.04
C 0.15323 2.31299 2.22428 1.53 1.07 1.20



No. 2
19
Properties=species:S:1:pos:R:3:forces:R:3 method="wB97M-V/def2-TZVPD" lumo_ha="-0.0236 / -0.0958" multiplicity=3 charge=0 s2=2.006 homo_lumo_gap_ev="7.05 / 7.31"
H -2.23585 -0.69424 -3.21367 -0.01 -0.17 -0.25
O 1.25240 1.17295 1.23768 -0.18 -0.57 0.28
H 1.48524 0.44560 -0.70003 -0.16 0.06 0.15
C 0.00439 -0.66286 0.41510 0.92 0.66 0.73
O -0.79266 -1.08973 -0.65793 0.91 -0.76 2.02
O 3.19082 1.88427 2.01755 0.07 0.63 0.18
O -2.80172 -0.52588 -2.45214 0.83 -1.25 1.46
H -1.81552 -1.25117 0.16550 -1.07 -0.16 -2.87
C 0.69809 0.63348 0.04341 -0.07 0.59 -0.23
H 0.73891 -1.44593 0.65637 -0.17 0.36 0.22
O -3.09820 -1.30053 -0.33499 2.45 0.40 -0.94
C 2.30497 2.00110 1.13411 0.87 -0.37 -0.19
Au -0.55417 -3.39240 -1.14128 5.52 -2.31 2.79
H -0.68104 -0.50851 1.26559 0.68 0.20 0.30
O -2.03055 -2.60114 -1.82937 -5.86 3.36 -4.09
O 2.40499 2.78602 0.15932 0.08 0.39 -0.20
C -2.50512 -1.45608 -1.49674 -4.22 -0.24 0.57
H -0.02009 1.34503 -0.38832 0.11 -0.23 0.04
Li 4.07693 3.33758 1.04850 -0.70 -0.58 0.04



No. 3
169
Properties=species:S:1:pos:R:3:forces:R:3 method="wB97M-V/def2-TZVPD" lumo_ha=0.0019 charge=0 homo_lumo_gap_ev=8.74
H -3.61167 -1.53647 -4.26237 0.45 -0.23 0.01
O -1.69666 1.01032 -0.59920 -0.26 -0.51 -0.38
H 5.31997 -3.13820 3.32370 -0.04 0.03 -0.03
H -1.54558 -0.16912 5.96771 -0.02 -0.02 -0.01
C -4.58398 2.84422 -1.19342 -0.30 -0.17 -0.05
H -7.48711 2.01462 -2.09975 0.02 0.07 -0.08
H 1.41664 3.21797 3.78256 0.01 0.02 0.16
H -0.50057 -0.40842 -1.58279 -0.74 -0.03 -0.13
H -4.81529 3.61761 2.18799 -0.04 -0.04 -0.13
H -3.68594 2.27779 -0.89458 0.08 0.15 -0.01
H 0.33559 6.56069 -1.26574 0.19 -0.06 0.09
H 2.11447 -1.26821 2.48345 0.22 0.32 0.19
H 1.19481 -7.63479 -0.82293 -0.43 0.08 -0.04
H 1.38890 2.19337 0.81721 -0.06 -0.03 -0.17
H -4.64926 0.56614 -0.02331 0.13 0.11 -0.18
H -2.55967 -4.17963 4.27574 -0.04 0.03 0.07
N 0.45901 0.52460 -0.11191 0.12 0.02 0.10
H -5.81535 2.12278 2.04426 0.15 0.06 -0.27
N -1.97366 -0.90515 -5.44605 -0.28 -0.59 0.26
H -3.58506 -1.38902 0.61708 -0.42 -0.45 0.15
H -2.14608 1.95256 -4.59265 -0.12 -0.03 0.11
H 0.86969 1.76758 -2.94200 -0.11 -0.06 0.01
C -1.44122 2.23750 -3.80769 -0.38 -0.24 -0.20
H -4.03282 -3.15336 -2.63126 -0.13 0.05 0.13
H 3.45652 0.57585 -2.08416 0.10 0.15 -0.23
N 3.14961 3.49886 4.93122 -0.12 -0.02 -0.46
N 1.25449 -5.53615 -1.08746 -0.46 -0.46 -0.10
O -2.41046 3.65358 2.26979 -0.23 0.06 -0.01
O 2.06532 2.50054 -4.41500 -0.07 -0.06 0.27
C 1.34495 -6.89873 -1.61643 1.22 -0.16 0.76
H 1.75850 -0.70117 -1.27973 -0.23 0.38 -0.16
H -0.56669 -4.86853 4.15679 0.08 -0.30 -0.23
H 2.91387 2.89663 2.95198 0.10 0.20 -0.17
H -0.70935 -5.03529 -1.71270 0.17 -0.31 0.22
H -0.00759 -1.68919 2.46785 0.12 -0.21 -0.01
H 3.46961 -1.77402 -1.19989 0.04 0.06 -0.06
O 3.49606 -5.04402 -3.83358 0.13 -0.07 0.17
H -4.06299 -4.76112 -1.94653 -0.12 -0.02 0.50
C 5.05562 -2.25384 3.91294 -0.28 -0.48 -0.55
H 4.46221 -4.85817 -2.06599 0.02 0.16 0.12
H 1.20236 5.01381 -1.55411 -0.03 0.03 0.16
C 4.29165 -2.33665 -1.63436 0.40 -0.43 -0.32
H -3.80195 -1.86789 -5.99023 0.14 0.05 -0.16
H -4.72118 -0.01999 2.37499 0.04 -0.04 -0.04
H -2.19513 0.62908 -6.85835 -0.02 0.01 0.10
H 1.43305 -2.53880 5.96742 0.28 -0.12 0.21
O 3.06272 3.02729 7.15840 0.03 -0.07 -0.13
H -2.99593 -0.12238 2.72563 0.22 0.24 -0.02
C -1.72237 5.24152 -2.95864 -0.26 0.38 -0.42
H 3.11329 -2.90453 -4.75577 0.06 -0.10 0.09
C 4.47335 3.70515 -1.49402 0.02 -0.75 0.30
H 0.64626 -7.07156 -2.42337 -0.02 0.16 -0.07
C 0.68560 0.16508 4.82531 -0.10 -0.24 0.38
H 2.71716 -5.91412 0.28687 -0.19 -0.17 0.14
H 4.84044 0.78140 -1.04841 0.11 0.28 0.14
H -6.39425 0.53971 0.17915 -0.02 -0.10 -0.06
H 1.69673 -1.19155 0.37355 -0.51 0.12 0.22
C 1.52868 -1.52383 6.36421 -0.23 0.19 -0.35
H -1.91283 3.00272 -3.18821 0.21 0.03 -0.29
H 4.61862 -3.07389 -0.90114 0.01 0.04 0.04
C 4.97834 1.93422 -2.88206 0.63 -0.08 -0.48
H 0.62025 -3.61853 3.85783 0.21 -0.12 -0.18
C -3.89610 0.44801 2.91571 -0.64 0.37 0.44
H 2.47857 -1.07231 6.07757 0.05 -0.19 -0.12
H -1.30522 1.37663 -3.15426 0.19 -0.03 -0.11
H 3.27446 2.42193 -0.09447 0.13 0.24 0.02
H -1.05705 2.96599 -6.35585 0.21 -0.34 -0.04
H 0.89698 0.84280 1.84653 -0.04 0.42 0.31
C 0.97226 2.28160 -3.91305 0.33 0.25 -0.57
H 0.55349 -4.59951 -2.80885 0.24 0.25 0.09
C -0.88954 -0.96054 6.31781 0.02 -0.09 0.06
H 4.36093 2.09492 -3.77050 -0.21 0.19 0.18
C 1.62741 -0.30691 -0.27074 0.48 -0.21 -0.11
C -1.58056 -0.25212 -6.67218 0.31 -0.09 -0.19
N -5.70344 2.10895 -0.99484 0.27 -0.15 0.36
N -1.24400 -3.29067 3.00161 0.13 0.16 0.27
H -5.69864 0.06045 -1.38828 0.03 -0.22 0.16
H 0.71272 6.02381 -2.90580 -0.21 -0.05 -0.08
H 4.60106 -2.61924 4.83618 0.26 0.16 0.20
H -7.67758 2.60151 -0.43979 0.12 -0.26 0.07
N 4.09538 -1.43878 3.20022 0.08 0.72 -0.22
H -4.14033 0.40406 3.98227 0.08 -0.40 -0.01
N -0.20462 2.62277 -4.46559 -0.32 -0.34 0.61
C -5.59221 0.73756 -0.53614 -0.41 0.23 -0.05
H -0.04356 -1.15968 -4.91649 0.07 -0.02 0.21
H 4.69906 4.78436 4.46352 0.16 -0.14 -0.26
C 0.42046 5.68382 -1.91556 0.09 0.02 -0.07
H 5.13514 -1.68459 -1.86921 -0.10 0.21 0.16
C 2.44265 3.57399 3.66605 -0.44 -0.53 0.03
C 4.56940 3.76874 4.84832 -0.14 0.64 0.31
C -0.17582 -4.20046 3.39022 -0.65 0.58 0.29
H 0.69270 3.39084 -6.18218 -0.01 -0.19 -0.05
H 2.38420 4.59146 3.27675 0.24 0.04 0.03
H 4.97415 4.04698 -0.58845 -0.02 0.44 -0.15
H 2.31547 -1.82693 -3.63688 0.08 0.00 0.32
C -3.38435 -1.17338 -5.26144 -0.44 0.86 0.42
H -1.80102 1.72752 2.30508 -0.02 -0.08 0.31
C -1.06858 -1.38153 -4.56794 0.23 0.32 -0.40
H 5.85162 1.36938 -3.21859 -0.02 -0.11 0.22
C -4.84300 -3.72285 0.32357 -0.01 0.01 0.27
C -5.01845 2.63026 2.59342 -0.37 0.02 0.35
H -3.58144 -1.19609 -1.12103 0.22 -0.05 -0.10
C 3.95026 -4.38153 -2.91672 -0.47 -0.17 -0.57
H -0.59422 4.39713 -5.51224 0.12 0.09 0.16
H 2.91113 -2.76454 2.08725 -0.05 -0.16 0.15
O -4.56437 3.96920 -1.65736 0.10 0.01 0.03
C -3.65164 -3.76655 -1.80350 0.15 0.07 -1.12
H -0.48665 3.91784 -0.19437 0.03 -0.38 -0.35
C 1.94606 -5.18199 -0.00156 0.03 0.63 -0.36
O -0.15240 0.88736 4.31918 0.16 -0.05 -0.22
N 3.88250 -3.03628 -2.84242 -0.02 0.14 0.74
H -0.62819 -2.65103 1.09808 0.13 -0.01 0.03
H 5.36599 0.16442 3.20109 0.01 0.02 -0.10
C 3.50421 2.54868 -1.15080 0.14 -0.12 -0.51
C -1.32337 4.35214 -0.74237 0.34 1.02 0.68
N 0.44939 -0.71452 5.82421 0.10 -0.06 0.28
C 4.34797 -0.14322 2.91022 -0.14 -0.09 0.54
C 0.60320 1.45913 0.99474 -0.34 -0.62 0.23
C 3.28703 -2.25963 -3.89570 -0.18 0.00 -0.80
H -5.42255 2.75842 3.60549 0.29 -0.02 0.09
O 5.47804 3.15822 -2.34900 -0.19 0.01 0.03
O 3.53414 0.63643 2.44795 0.10 0.05 -0.30
H -1.65467 -1.50518 1.98444 -0.24 -0.21 -0.01
H 0.24277 -3.66648 -1.30164 0.57 0.00 0.06
H -0.34408 1.94168 1.18536 0.02 0.16 -0.03
N -3.96091 -3.16566 -0.53819 -0.13 -0.11 0.21
H -3.89518 -0.20497 -5.31111 -0.21 -0.18 -0.34
H -1.66788 -0.91878 -7.53485 -0.11 -0.01 0.02
C -0.28076 3.37215 -5.70241 -0.20 0.49 -0.09
N -0.84930 4.99389 -1.95887 -0.22 -0.27 -0.20
H -4.94649 -3.13420 1.24892 -0.03 0.04 -0.05
O -1.45272 5.80303 -4.01026 0.28 0.19 0.06
H 0.17858 -4.70926 2.49701 0.24 -0.21 0.20
H -0.53881 0.06108 -6.60287 -0.02 0.05 0.04
C 0.32012 -4.65604 -1.74297 -1.00 0.15 -0.46
C -0.86736 -2.24457 2.08264 0.02 0.42 -0.10
H 3.95037 -1.45730 -4.22710 0.04 0.05 0.22
N -3.80509 1.84950 2.55825 -0.05 0.13 -0.29
H 2.38636 -2.46247 3.76767 -0.06 -0.07 -0.07
H -2.24711 -2.02221 -0.27136 0.03 0.10 -0.33
C -7.01651 2.60708 -1.31255 -0.20 0.41 0.13
O -3.45087 -2.71338 3.18825 0.25 0.21 0.19
O -1.30910 -1.96477 -3.52783 0.01 -0.08 0.12
H 5.04097 3.77001 5.82745 -0.20 -0.32 0.10
C -0.68543 0.35328 -0.80287 1.00 0.45 0.50
H 2.37553 -7.07274 -1.93729 -0.19 0.00 -0.52
H -0.88392 -0.99315 7.40807 0.00 0.15 0.01
H 2.58938 2.73395 -1.71471 -0.19 -0.16 0.21
H 1.51174 -1.54587 7.45338 -0.19 0.00 0.01
H 2.46080 0.33702 0.01173 0.23 -0.33 -0.31
C -3.32992 -1.88956 -0.31592 0.35 0.32 0.01
H -2.75695 4.90779 -2.79104 0.18 -0.24 0.40
H 5.97461 -1.69765 4.07429 -0.08 0.10 0.28
C 2.80704 -2.00809 2.86827 0.13 -0.55 -0.02
H -2.09457 3.62022 -0.94044 0.07 -0.03 -0.02
O -5.43921 -4.76735 0.14643 0.06 0.00 -0.13
H 3.92719 4.48806 -2.02142 0.15 0.27 0.18
H -2.57558 -3.79173 -1.99193 0.04 -0.03 0.29
C -2.48499 -3.37430 3.52642 -0.16 -0.30 -0.44
O 1.82350 -4.10702 0.57772 0.14 -0.09 0.14
C 2.54642 3.06830 6.05374 0.26 -0.27 0.52
C -2.61420 2.46081 2.39011 0.41 -0.32 -0.32
H 1.75024 0.12187 4.53658 -0.03 0.41 -0.22
H -1.69224 5.11168 -0.04219 -0.32 -0.16 -0.07
H 5.04225 3.04295 4.18530 0.10 0.06 -0.04
H -1.26485 -1.92941 5.97272 -0.01 0.04 -0.12
C 4.19350 1.31155 -1.75202 -0.41 -0.21 -0.04
H -6.93106 3.65182 -1.60298 0.08 -0.10 -0.28
H 1.52556 2.68508 5.89332 -0.10 0.31 -0.16



No. 4
20
Properties=species:S:1:pos:R:3:forces:R:3 method="wB97M-V/def2-TZVPD" lumo_ha=0.0428 charge=0 smiles=CCN1CCCC1 homo_lumo_gap_ev=9.42
C 2.00228 1.36848 1.02088 0.51 -0.13 -0.64
C -0.72003 -1.88016 -0.01210 0.70 -0.30 -0.28
H 1.30745 -1.13044 -0.27952 -0.08 0.21 -0.16
H 2.65669 2.24106 0.95703 -0.20 0.06 0.23
C 0.79954 1.52143 0.11747 -1.12 -0.81 0.13
C -1.64424 -1.06125 -0.92614 -0.12 -0.56 1.06
H -1.96936 1.00336 -0.46978 -0.05 0.26 -0.13
H 0.73469 -1.17861 1.38635 0.22 0.29 0.00
H -0.83594 0.77033 -1.77626 0.57 0.05 0.11
N -0.13995 0.38280 0.26194 0.59 0.44 -0.28
H -0.34635 -2.74020 -0.53573 0.45 -0.35 -0.57
H 1.03543 1.61103 -0.95274 0.55 0.06 0.07
C 0.43228 -0.94159 0.36395 -0.09 -0.71 0.16
C -1.13673 0.37938 -0.79430 -0.93 -0.11 -0.28
H 2.61374 0.53187 0.66957 -0.05 0.01 0.10
H 0.20146 2.39724 0.36087 0.16 0.31 0.12
H -1.69208 -1.54762 -1.89688 0.26 0.61 -0.35
H -2.64730 -1.09880 -0.54203 -0.57 -0.10 0.14
H 1.72032 1.14926 2.04648 -0.08 0.23 0.12
H -1.13220 -2.37105 0.85768 -0.72 0.55 0.43



We obtain energy values of -8802.553, -22470.161, -94233.992, -7922.338 eV for the records listed above, in that order.
We obtain energy above the lowest of the compared OMol25 structures with the same formula, charge and spin values of 1063.6, 149.7, 0.0, 47.8 kJ/mol for the records listed above, in that order.